This record from the OMol25 dataset describes a molecular structure, C37H34N2O3P2PdS in a non-equilibrium geometry. The level of theory is wB97M-V/def2-TZVPD.

ORCA input file:
```
! RIJCOSX wB97M-V def2-TZVPD def2/J DEFGRID3
* xyz 2 1
Pd -1.234 -1.118 -0.968
O -0.436 -0.357 0.791
P -1.167 0.842 1.401
C -1.178 2.240 0.229
P -0.004 1.881 -1.105
O -0.403 0.572 -1.788
C 1.621 1.784 -0.382
C 2.179 2.908 0.229
C 3.424 2.814 0.826
C 4.113 1.608 0.800
C 3.564 0.494 0.178
C 2.312 0.575 -0.413
C -0.045 3.231 -2.263
C 0.789 3.135 -3.381
C 0.815 4.161 -4.308
C 0.020 5.287 -4.118
C -0.801 5.389 -3.006
C -0.838 4.360 -2.075
C -2.853 0.448 1.833
C -3.902 0.594 0.924
C -5.173 0.159 1.258
C -5.401 -0.427 2.496
C -4.360 -0.583 3.402
C -3.087 -0.150 3.074
C -0.283 1.379 2.847
C 1.001 0.893 3.079
C 1.713 1.352 4.177
C 1.149 2.290 5.029
C -0.133 2.777 4.795
C -0.854 2.324 3.704
H -0.894 3.144 0.770
H -2.166 2.387 -0.208
H 1.650 3.855 0.231
H 3.861 3.680 1.304
H 5.090 1.539 1.260
H 4.113 -0.438 0.156
H 1.865 -0.289 -0.888
H 1.424 2.266 -3.515
H 1.461 4.094 -5.172
H 0.048 6.092 -4.840
H -1.412 6.269 -2.861
H -1.484 4.452 -1.212
H -3.739 1.042 -0.050
H -5.988 0.281 0.558
H -6.397 -0.759 2.758
H -4.543 -1.038 4.366
H -2.276 -0.266 3.782
H 1.431 0.162 2.405
H 2.709 0.975 4.369
H 1.707 2.643 5.885
H -0.570 3.503 5.467
H -1.858 2.692 3.528
S -2.263 -3.246 -0.975
C -2.092 -2.779 -2.587
N -1.802 -3.598 -3.629
C -1.642 -3.119 -4.878
C -1.665 -1.765 -5.095
C -1.800 -0.943 -3.979
N -2.102 -1.444 -2.784
H -1.684 -4.587 -3.436
H -1.464 -3.847 -5.657
H -1.524 -1.356 -6.083
H -1.692 0.132 -4.039
C 3.197 -3.492 -1.904
C 1.957 -3.249 -1.085
O 1.071 -2.520 -1.511
C 1.838 -3.900 0.244
C 2.562 -5.051 0.551
C 2.403 -5.665 1.784
C 1.542 -5.117 2.724
C 0.838 -3.954 2.434
C 0.977 -3.353 1.196
H 3.215 -2.811 -2.750
H 3.201 -4.519 -2.277
H 4.096 -3.372 -1.299
H 3.242 -5.482 -0.172
H 2.955 -6.566 2.012
H 1.427 -5.593 3.689
H 0.182 -3.519 3.177
H 0.444 -2.438 0.970
*
```

total energy = -2973.976310 hartree
energy above the lowest of the compared OMol25 structures with the same formula, charge and spin = 0.000 eV
max |F| = 1.8 eV Å⁻¹
HOMO = -0.5027 Eh
frontier orbital gap = 0.2509 Eh

This record from the OMol25 dataset describes a molecular structure, C37H34N9O4RuSSe in a non-equilibrium geometry. The level of theory is wB97M-V/def2-TZVPD.

ORCA input file:
```
! RIJCOSX wB97M-V def2-TZVPD def2/J DEFGRID3
* xyz 2 2
Ru -0.830 0.567 1.683
C 3.717 -3.251 -10.562
O 2.584 -2.422 -10.265
C 2.269 -2.179 -9.007
C 1.153 -1.332 -8.817
C 0.760 -1.001 -7.555
C 1.450 -1.509 -6.430
C 2.542 -2.378 -6.634
C 2.956 -2.709 -7.898
C 1.082 -1.174 -5.099
N 1.534 -1.781 -3.996
C 0.945 -1.159 -2.972
C 0.099 -0.125 -3.424
N 0.205 -0.158 -4.775
C -0.626 0.734 -2.546
C -1.465 1.798 -2.912
C -2.066 2.548 -1.929
C -1.838 2.233 -0.588
N -1.042 1.232 -0.232
C -0.451 0.478 -1.179
C 0.361 -0.622 -0.694
N 0.364 -0.793 0.641
C 1.090 -1.783 1.142
C 1.848 -2.640 0.344
C 1.848 -2.474 -1.023
C 1.078 -1.440 -1.565
H 3.786 -3.269 -11.644
H 3.556 -4.261 -10.185
H 4.624 -2.821 -10.138
H 0.629 -0.970 -9.690
H -0.109 -0.367 -7.437
H 3.056 -2.779 -5.772
H 3.797 -3.371 -8.032
H -0.219 0.477 -5.430
H -1.641 2.029 -3.954
H -2.715 3.375 -2.175
H -2.283 2.791 0.226
H 1.064 -1.895 2.217
H 2.425 -3.424 0.812
H 2.421 -3.116 -1.677
C -6.413 3.710 6.022
O -5.097 3.680 5.473
C -4.830 2.816 4.485
C -5.800 1.934 3.941
C -5.417 1.089 2.938
C -4.089 1.044 2.446
C -3.745 0.118 1.425
C -4.812 -0.579 0.624
O -2.571 -0.220 1.115
C -3.134 1.957 2.986
O -1.923 2.044 2.533
C -3.536 2.835 4.001
H -6.375 4.427 6.836
H -6.696 2.731 6.411
H -7.136 4.043 5.276
H -6.817 1.926 4.296
H -6.161 0.424 2.520
H -5.336 -1.308 1.243
H -4.346 -1.107 -0.203
H -5.547 0.131 0.251
H -2.823 3.541 4.401
Se -2.113 -2.669 4.588
N -1.406 -1.997 6.062
C -0.712 -0.932 5.696
C 0.002 -0.036 6.557
C 0.598 1.040 5.985
C 0.523 1.256 4.565
N -0.075 0.441 3.744
C -0.726 -0.642 4.299
N -1.416 -1.443 3.511
H 0.042 -0.220 7.622
H 1.133 1.763 6.583
H 1.002 2.122 4.121
C 5.605 0.721 0.570
N 5.222 0.426 1.938
C 3.993 0.592 2.445
S 2.713 1.202 1.541
N 3.835 0.234 3.739
C 4.905 -0.180 4.625
H 6.631 1.082 0.566
H 4.948 1.491 0.176
H 5.534 -0.165 -0.063
H 5.933 0.030 2.531
H 2.951 0.485 4.136
H 5.640 0.615 4.782
H 5.411 -1.069 4.244
H 4.475 -0.442 5.588
*
```

total energy = -5118.177492 hartree
energy above the lowest of the compared OMol25 structures with the same formula, charge and spin = 1.957 eV
max |F| = 2.0 eV Å⁻¹
HOMO (alpha / beta) = -0.4249 / -0.4248 Eh
⟨S²⟩ = 0.788
frontier orbital gap (alpha / beta) = 0.2313 / 0.1195 Eh

This record from the OMol25 dataset describes a molecular structure, C37H35As2BrCl2CsN3O5 in a non-equilibrium geometry. The level of theory is wB97M-V/def2-TZVPD.

ORCA input file:
```
! RIJCOSX wB97M-V def2-TZVPD def2/J DEFGRID3
* xyz -2 1
Cs 1.068 -1.403 0.361
N 5.371 -0.944 1.632
C 4.779 -0.017 0.666
C 3.337 0.384 1.001
O 3.000 0.209 2.224
N 2.493 0.836 0.120
C 2.754 0.943 -1.305
C 1.436 0.776 -2.120
O 1.333 1.370 -3.192
O 0.577 -0.004 -1.589
H 5.023 -1.880 1.410
H 4.884 -0.723 2.512
H 4.865 -0.441 -0.336
H 5.361 0.915 0.666
H 3.454 0.190 -1.711
H 3.176 1.917 -1.584
Cl -2.372 -1.456 -0.271
C -2.408 -0.099 -1.438
Cl -3.092 1.419 -0.791
H -3.053 -0.387 -2.261
H -1.366 0.046 -1.748
C -0.134 0.990 1.876
C -0.784 -0.075 2.784
As -2.763 -0.002 2.997
C -3.024 -1.778 3.823
C -2.051 -2.766 3.944
C -2.354 -3.994 4.522
C -3.629 -4.253 4.996
C -4.609 -3.278 4.879
C -4.308 -2.061 4.291
C -2.842 1.002 4.684
C -3.755 2.045 4.760
C -3.926 2.754 5.944
C -3.169 2.431 7.057
C -2.243 1.398 6.986
C -2.089 0.683 5.810
As -0.900 2.777 2.180
C 0.023 3.165 3.879
C 1.238 2.568 4.235
C 1.846 2.896 5.438
C 1.271 3.828 6.292
C 0.079 4.435 5.938
C -0.540 4.099 4.741
C 0.308 3.775 0.994
C 1.196 4.738 1.453
C 1.996 5.435 0.557
C 1.921 5.169 -0.801
C 1.039 4.205 -1.267
C 0.233 3.519 -0.372
H -0.232 0.743 0.812
H 0.944 1.020 2.041
H -0.383 0.009 3.803
H -0.493 -1.058 2.423
H -1.047 -2.614 3.580
H -1.582 -4.749 4.584
H -3.861 -5.211 5.443
H -5.614 -3.469 5.235
H -5.093 -1.313 4.196
H -4.338 2.314 3.882
H -4.641 3.567 5.984
H -3.285 2.995 7.975
H -1.635 1.150 7.847
H -1.376 -0.135 5.773
H 1.741 1.866 3.581
H 2.785 2.423 5.695
H 1.753 4.078 7.229
H -0.381 5.161 6.598
H -1.486 4.565 4.486
H 1.285 4.944 2.516
H 2.694 6.176 0.930
H 2.564 5.695 -1.496
H 1.001 3.932 -2.312
H -0.432 2.754 -0.756
Br 5.485 -7.113 -1.318
C 3.667 -6.563 -1.290
C 2.775 -7.141 -2.176
N 1.489 -6.808 -2.217
C 1.074 -5.874 -1.364
C 1.896 -5.242 -0.437
C 3.232 -5.601 -0.399
C 1.336 -4.193 0.533
O 2.130 -3.770 1.396
O 0.160 -3.835 0.321
H 3.123 -7.897 -2.872
H 0.032 -5.587 -1.397
H 3.881 -5.123 0.324
*
```

total energy = -9957.579042 hartree
energy above the lowest of the compared OMol25 structures with the same formula, charge and spin = 1.924 eV
max |F| = 2.4 eV Å⁻¹
HOMO = -0.0830 Eh
frontier orbital gap = 0.2179 Eh

This record from the OMol25 dataset describes a molecular structure, C37H35BiBrClN2O6Sb in a non-equilibrium geometry. The level of theory is wB97M-V/def2-TZVPD.

ORCA input file:
```
! RIJCOSX wB97M-V def2-TZVPD def2/J DEFGRID3
* xyz 1 1
Bi -1.376 1.508 0.354
O 3.013 -1.037 2.506
C 3.559 -0.065 1.722
C 4.946 -0.020 1.646
C 5.571 0.924 0.852
C 4.819 1.832 0.118
C 3.439 1.802 0.203
C 2.799 0.870 1.012
C 1.297 0.813 1.048
O 0.695 1.842 0.319
N 0.813 0.813 2.432
N -0.523 1.097 2.540
C -1.043 1.194 3.706
C -2.361 1.639 4.065
Br -3.318 2.761 2.859
C -2.905 1.429 5.276
C -2.361 0.569 6.322
C -1.778 -0.674 6.051
C -1.261 -1.442 7.081
C -1.315 -0.981 8.388
C -1.919 0.238 8.671
C -2.456 0.999 7.650
H 2.050 -1.013 2.472
H 5.515 -0.740 2.219
H 6.652 0.947 0.801
H 5.300 2.559 -0.524
H 2.829 2.494 -0.363
H 0.971 -0.166 0.639
H 1.412 1.275 3.106
H -0.402 0.966 4.557
H -3.826 1.947 5.516
H -1.793 -1.058 5.038
H -0.828 -2.410 6.866
H -0.903 -1.579 9.189
H -1.977 0.590 9.693
H -2.932 1.948 7.868
O -3.338 -0.294 0.011
Cl -2.782 -1.205 1.001
O -3.027 -2.543 0.676
O -1.318 -0.923 0.934
O -3.225 -0.839 2.294
C -3.721 1.156 -2.904
C -2.908 0.476 -3.974
C -3.439 0.399 -5.264
C -2.761 -0.233 -6.289
C -1.518 -0.807 -6.050
C -0.974 -0.738 -4.782
C -1.663 -0.102 -3.750
Sb -0.562 -0.045 -1.895
C 1.121 0.936 -2.803
C 2.224 0.218 -3.245
C 3.290 0.870 -3.848
C 3.240 2.242 -4.022
C 2.119 2.953 -3.618
C 1.046 2.317 -3.004
C -0.159 3.119 -2.581
C -0.164 -2.164 -1.830
C -1.272 -2.903 -2.250
C -1.184 -4.272 -2.413
C 0.026 -4.909 -2.169
C 1.103 -4.180 -1.701
C 1.028 -2.800 -1.495
C 2.209 -2.118 -0.853
H -4.074 2.130 -3.245
H -3.158 1.293 -1.980
H -4.598 0.555 -2.658
H -4.406 0.849 -5.458
H -3.197 -0.277 -7.278
H -0.974 -1.300 -6.844
H -0.005 -1.181 -4.583
H 2.250 -0.858 -3.140
H 4.148 0.302 -4.184
H 4.071 2.764 -4.478
H 2.076 4.022 -3.788
H -0.111 4.127 -2.987
H -0.188 3.210 -1.488
H -1.086 2.658 -2.935
H -2.211 -2.405 -2.461
H -2.049 -4.835 -2.737
H 0.124 -5.974 -2.334
H 2.034 -4.684 -1.468
H 3.136 -2.365 -1.371
H 2.317 -2.477 0.173
H 2.106 -1.035 -0.830
*
```

total energy = -5480.398505 hartree
energy above the lowest of the compared OMol25 structures with the same formula, charge and spin = 0.813 eV
max |F| = 2.3 eV Å⁻¹
HOMO = -0.4019 Eh
frontier orbital gap = 0.2626 Eh

This record from the OMol25 dataset describes a molecular structure, C37H35CaNO7Te. The level of theory is wB97M-V/def2-TZVPD.

ORCA input file:
```
! RIJCOSX wB97M-V def2-TZVPD def2/J DEFGRID3
* xyz 0 1
Ca -0.028 -0.746 -0.279
O 3.238 1.660 -2.594
C 2.229 1.184 -1.868
O 1.866 0.028 -1.915
C 1.582 2.193 -0.979
C 2.046 3.474 -0.775
C 1.346 4.266 0.136
C 0.240 3.751 0.784
C -0.164 2.442 0.504
N 0.505 1.700 -0.364
C -1.365 1.727 1.158
O -1.514 2.301 2.467
O -1.127 0.405 1.234
H 3.601 0.924 -3.111
H 2.925 3.834 -1.290
H 1.679 5.275 0.341
H -0.309 4.325 1.516
H -1.275 1.567 3.046
O -1.542 -2.578 -0.408
C -1.124 -3.855 0.129
C 0.442 -3.826 0.242
O 0.983 -4.898 0.443
O 0.974 -2.674 0.123
C -1.586 -4.889 -0.886
C -2.827 -5.502 -0.775
C -3.310 -6.311 -1.798
C -2.557 -6.508 -2.944
C -1.310 -5.902 -3.060
C -0.829 -5.102 -2.037
C -1.684 -4.048 1.525
C -1.563 -5.291 2.145
C -2.041 -5.480 3.429
C -2.643 -4.431 4.116
C -2.749 -3.191 3.510
C -2.268 -2.995 2.220
H -2.506 -2.566 -0.485
H -3.422 -5.351 0.118
H -4.276 -6.789 -1.695
H -2.931 -7.138 -3.741
H -0.710 -6.062 -3.946
H 0.149 -4.644 -2.122
H -1.073 -6.098 1.616
H -1.940 -6.449 3.901
H -3.017 -4.582 5.120
H -3.200 -2.362 4.041
H -2.329 -2.007 1.781
C -3.591 4.170 1.265
C -3.068 3.439 0.030
C -4.143 3.425 -1.059
C -2.634 2.003 0.326
H -3.893 5.187 1.006
H -2.850 4.209 2.061
H -4.469 3.650 1.657
H -2.210 3.997 -0.367
H -5.015 2.858 -0.722
H -3.773 2.970 -1.981
H -4.476 4.438 -1.294
H -2.466 1.482 -0.626
H -3.439 1.466 0.839
Te -1.265 -1.049 -3.392
C -1.593 0.888 -4.166
C -2.166 1.030 -5.428
C -2.410 2.297 -5.939
C -2.072 3.425 -5.202
C -1.495 3.285 -3.949
C -1.258 2.018 -3.430
C -3.275 -1.407 -2.842
C -3.728 -2.723 -2.812
C -5.020 -2.994 -2.376
C -5.860 -1.959 -1.988
C -5.407 -0.648 -2.036
C -4.114 -0.369 -2.456
H -2.426 0.153 -6.007
H -2.864 2.402 -6.915
H -2.262 4.411 -5.605
H -1.234 4.159 -3.366
H -0.827 1.914 -2.443
H -3.084 -3.541 -3.116
H -5.363 -4.019 -2.345
H -6.866 -2.174 -1.652
H -6.057 0.164 -1.735
H -3.768 0.657 -2.478
*
```

total energy = -2958.202002 hartree
energy above the lowest of the compared OMol25 structures with the same formula, charge and spin = 0.010 eV
max |F| = 0.2 eV Å⁻¹
HOMO = -0.3100 Eh
frontier orbital gap = 0.2866 Eh

This record from the OMol25 dataset describes a molecular structure, C37H35ClMgN2S2Si2 in a non-equilibrium geometry. The level of theory is wB97M-V/def2-TZVPD.

ORCA input file:
```
! RIJCOSX wB97M-V def2-TZVPD def2/J DEFGRID3
* xyz 0 1
C -2.206 -0.213 0.486
C -2.604 0.290 -0.776
C -2.249 -0.667 -1.768
H -3.199 1.192 -0.930
C -1.651 -1.789 -1.105
C -1.619 -1.489 0.291
H -1.352 -2.197 1.075
H -2.430 0.236 1.452
H -2.522 -0.620 -2.822
H -1.434 -2.758 -1.562
Mg 0.017 -0.268 -1.264
Si -0.399 -0.742 -5.870
C -0.190 0.866 -6.884
C 0.914 1.099 -7.718
H 1.723 0.353 -7.786
C 0.990 2.281 -8.477
H 1.915 2.517 -9.004
C -0.123 3.115 -8.572
H -0.103 3.987 -9.227
C -1.259 2.830 -7.810
H -2.152 3.443 -7.902
C -1.277 1.737 -6.939
H -2.147 1.516 -6.316
C -0.146 -1.895 -7.367
C -0.881 -1.620 -8.539
H -1.688 -0.882 -8.509
C -0.563 -2.216 -9.768
H -1.124 -1.951 -10.673
C 0.470 -3.160 -9.826
H 0.738 -3.621 -10.782
C 1.146 -3.522 -8.651
H 1.934 -4.283 -8.678
C 0.793 -2.932 -7.426
H 1.274 -3.281 -6.512
H -1.783 -0.892 -5.358
Si 2.768 1.139 -5.268
C 2.230 -0.636 -4.935
C 0.826 -0.974 -4.499
H 0.418 -0.187 -3.840
C 0.555 -2.343 -4.018
H -0.505 -2.603 -3.797
C 1.593 -3.206 -3.728
H 1.396 -4.149 -3.191
C 2.904 -2.843 -4.063
H 3.719 -3.483 -3.724
C 3.176 -1.655 -4.757
H 4.195 -1.480 -5.121
C 1.643 2.648 -4.907
C 0.549 2.621 -4.021
H 0.473 1.769 -3.342
C -0.399 3.648 -3.984
H -1.287 3.562 -3.356
C -0.221 4.804 -4.753
H -0.937 5.624 -4.699
C 0.898 4.888 -5.586
H 1.060 5.789 -6.184
C 1.818 3.832 -5.661
H 2.667 3.909 -6.349
H 3.984 1.358 -4.595
Cl 2.092 0.473 -2.018
C -1.052 3.494 -0.461
C -0.196 2.767 0.503
N 0.224 1.536 0.372
C 1.031 1.140 1.443
C 1.226 2.130 2.396
S 0.386 3.576 1.976
C 1.545 -0.205 1.505
C 2.325 -0.764 2.504
S 2.650 -2.433 2.195
C 1.730 -2.296 0.680
N 1.225 -1.107 0.489
C 1.581 -3.454 -0.233
H -2.050 3.036 -0.512
H -1.138 4.530 -0.118
H -0.601 3.488 -1.464
H 1.838 1.989 3.280
H 2.666 -0.209 3.367
H 2.401 -4.150 -0.016
H 0.616 -3.949 -0.052
H 1.635 -3.142 -1.285
*
```

total energy = -3576.083523 hartree
max |F| = 2.7 eV Å⁻¹
HOMO (alpha / beta) = -0.2380 / -0.2386 Eh
frontier orbital gap (alpha / beta) = 0.2318 / 0.2311 Eh

Look up the total energy of the second one. -5118.177492 hartree